Computed, not measured: one molecule with the formula C4H9NO2S2 in a non-equilibrium geometry, with ωB97M-V with the def2-TZVPD basis set.

Results
total charge = 0
relative energy (zero: lowest compared OMol25 entry of this formula, charge and spin) = 76.4 kcal/mol
electronic energy = -1159.29401 Ha
highest occupied orbital energy = -8.8658 eV
LUMO level = 0.025 hartree

```
18
Properties=species:S:1:pos:R:3:nbo_charge:R:1
H -0.08 0.20 4.00 0.2539
S -0.62 -0.21 -2.57 0.2530
H 0.15 -1.81 -3.99 0.2122
H 1.49 -1.56 -2.83 0.2384
O -2.45 0.79 1.45 -0.9422
C 0.16 0.22 -1.08 -0.1231
H 0.11 -0.75 2.29 0.2528
H 0.38 2.90 0.93 0.2473
C 0.36 -1.73 -2.96 -0.7157
S -1.25 1.29 2.08 2.0537
N -0.34 1.32 -0.46 -0.6198
C 0.07 1.76 0.78 -0.4141
H -1.21 1.84 -0.70 0.3846
H 0.94 1.28 1.08 0.2348
H 0.06 -2.68 -2.55 0.2230
O -1.51 2.43 2.96 -0.9420
C -0.55 -0.13 3.07 -0.8668
H -1.54 -0.75 3.23 0.2697
```


Computed, not measured: a 5-piece molecular cluster, C26H28F32O7 overall in a non-equilibrium geometry, with ωB97M-V with the def2-TZVPD basis set.

Results
total charge = 0
SMILES string = FC(F)C(F)(F)COC(F)(F)C(F)F.FC(F)C(F)(F)COC(F)(F)C(F)F.FC(F)C(F)(F)COC(F)(F)C(F)F.FC(F)C(F)(F)COC(F)(F)C(F)F.CC(C)C[C@H](O)OC=O
electronic energy = -4729.91519 Ha
highest occupied orbital energy = -10.4550 eV
LUMO level = 0.004 hartree

```
93
Properties=species:S:1:pos:R:3:lowdin_charge:R:1
H 1.21 -1.01 -2.51 0.1394
F -0.16 0.98 3.18 0.1278
H -4.97 -0.42 -2.88 0.0634
H 1.54 5.00 0.50 0.1366
C 3.78 -2.57 -3.72 -0.5378
C -5.38 -2.52 -2.94 -0.4039
C -1.76 -0.32 -1.54 -0.2948
F 2.64 5.33 -2.58 0.1374
C -9.32 -2.12 -2.90 -0.2919
C 2.25 7.58 0.15 -0.5410
C 2.64 -0.54 3.68 -0.3005
F 4.47 0.76 4.44 0.1384
H 1.56 -0.67 3.78 0.1605
H -2.45 -1.70 1.53 0.1513
H -7.40 -2.44 -1.23 0.1426
F -1.06 0.82 -1.35 0.0979
H -4.76 -3.37 -4.85 0.0798
O 2.48 -2.18 -3.46 0.0513
F 0.20 0.71 1.07 0.1459
O -7.57 -4.44 -1.02 0.0223
C -7.59 -3.30 -1.86 -0.3875
F -2.56 -0.12 -2.61 0.0929
H 2.01 -0.31 6.35 0.1484
F -3.26 -1.83 -0.61 0.0991
F 4.28 -1.85 8.43 0.1445
C -6.60 -3.44 -3.01 -0.0929
F 1.46 8.43 0.84 0.1410
C 3.74 4.10 -0.89 -0.3056
H 0.47 5.07 -0.87 0.1481
H 3.56 3.42 -0.06 0.1719
H -0.88 -1.40 0.86 0.1199
F 3.25 -1.73 3.83 0.1014
H -7.08 -3.34 -3.96 0.1139
H -9.73 -1.37 -2.21 0.1476
F 2.47 1.64 4.38 0.1019
H -3.91 -1.85 -4.40 0.0671
H 2.82 -0.83 -1.91 0.1519
F -3.55 0.27 -0.09 0.1358
C -1.85 -0.94 1.02 -0.0257
F 0.61 -1.82 -0.46 0.0570
C -5.68 -1.11 -2.46 -0.0701
H 6.40 -1.49 7.08 0.1760
F 2.02 -3.54 0.97 0.0949
C -0.76 1.03 1.96 -0.5350
F 1.13 -3.63 -1.57 0.1459
F 4.14 -1.97 -4.88 0.1488
F 4.64 -2.17 -2.77 0.1564
F 5.16 -4.40 -4.21 0.1033
F 5.77 -3.35 6.72 0.1013
H 2.77 1.24 6.59 0.1494
O -1.78 0.11 1.97 0.0545
H -6.25 -4.45 -2.97 0.1249
C 2.64 -2.77 0.04 -0.3016
O 1.42 6.78 -0.60 0.0499
O -8.94 -3.30 -2.33 0.0150
H -1.92 2.75 2.59 0.1783
F 4.41 3.43 -1.86 0.0933
H -1.07 -1.13 -1.78 0.1467
C -4.84 -2.40 -4.37 -0.0731
H 3.26 -4.35 -4.84 0.1760
C 2.42 4.60 -1.47 -0.4401
C 1.46 5.36 -0.53 -0.0410
H -5.56 -1.82 -4.93 0.0853
C -1.26 2.46 1.77 -0.2757
C 3.16 0.50 4.67 -0.4403
C 4.24 -1.61 7.10 -0.5398
F -0.19 3.28 1.74 0.0920
F 3.71 -3.45 -0.41 0.1111
C 5.61 -2.02 6.55 -0.2870
F 2.91 -0.11 2.42 0.0780
F 3.44 -4.77 -2.90 0.1021
F 3.95 9.20 0.05 0.0987
H -6.69 -0.80 -2.68 0.0794
F 2.97 6.88 1.05 0.1529
C 2.10 -1.57 -2.24 -0.0334
H 2.97 -1.85 0.52 0.1613
F 3.93 7.68 -1.53 0.1036
O 4.01 -0.26 6.94 0.0490
O -9.26 -1.88 -4.10 0.0826
C 1.65 -2.49 -1.08 -0.4137
F 4.52 5.12 -0.48 0.1011
C -2.61 -0.67 -0.30 -0.4195
F 3.25 -2.37 6.59 0.1519
H 2.54 9.10 -1.36 0.1753
F 1.75 3.48 -1.85 0.0975
C 3.15 8.45 -0.74 -0.2876
H -4.58 -2.99 -2.38 0.1149
C 2.93 0.24 6.17 -0.0381
F -1.93 2.58 0.61 0.1081
C 3.87 -4.08 -3.97 -0.2869
H -5.55 -1.04 -1.39 0.0614
H -6.79 -4.33 -0.46 0.1042
F 5.70 -1.74 5.24 0.1023
```


Computed, not measured: C20H33IO3Pt as an isolated structure in a non-equilibrium geometry, with ωB97M-V with the def2-TZVPD basis set.

Results
total charge = +2
relative energy (zero: lowest compared OMol25 entry of this formula, charge and spin) = 0.0 kcal/mol
electronic energy = -1423.71299 Ha
highest occupied orbital energy = -15.7391 eV
LUMO level = -0.455 hartree

```
58
Properties=species:S:1:pos:R:3:nbo_charge:R:1
H -0.72 1.61 -0.64 0.2927
H -3.48 2.68 0.11 0.2001
H 3.01 -3.09 -1.49 0.2310
H 3.73 -1.04 -2.31 0.2248
H 0.47 -0.41 3.24 0.1908
H 1.63 -0.30 1.16 0.1643
H 1.31 -2.44 1.16 0.2142
C 2.66 -1.12 -2.15 -0.3994
H 2.85 -1.91 -0.18 0.1934
H 1.23 0.19 -1.15 0.1508
H 0.56 -3.90 0.67 0.2450
C -0.80 -2.30 0.88 -0.3939
C -1.68 1.41 1.26 -0.2772
C 3.09 1.17 1.59 -0.4102
H 4.05 0.64 -0.79 0.2164
H -0.79 1.49 1.89 0.3410
H -1.40 -1.00 -0.68 0.2379
C -2.81 2.39 -0.69 -0.4350
C -4.01 -0.62 -2.61 0.7159
H -0.09 -0.36 0.28 0.2698
Pt -3.95 1.08 1.88 1.1098
C 2.45 -2.24 -1.13 -0.3945
H 3.40 1.99 -1.63 0.2270
H 1.48 1.65 0.28 0.1366
C 0.58 -2.84 0.48 -0.4005
H 1.89 0.77 -2.68 0.2072
C 2.18 0.02 2.04 -0.3843
H 2.73 2.85 0.33 0.2220
C 0.97 -2.65 -0.99 -0.4089
H -2.80 3.24 -1.37 0.2937
H 0.54 1.26 2.73 0.1439
H -1.01 3.10 0.20 0.2656
C 3.13 1.16 -1.00 -0.4239
C -3.39 1.22 -1.36 -0.2106
H 1.57 0.67 4.04 0.2462
H -2.00 -0.46 2.19 0.2675
H 0.81 -3.56 -1.55 0.2336
I -1.30 0.66 -3.52 0.4222
H -3.08 -0.25 0.73 0.2591
C -1.45 2.14 -0.03 -0.4617
H 2.25 -1.40 -3.12 0.2057
H 3.17 1.92 2.37 0.2156
H -2.52 2.05 1.88 0.1985
O -5.41 1.09 0.01 -0.6284
H 0.40 -1.87 -1.50 0.1742
C -2.00 -0.07 1.18 -0.4366
C 1.15 0.43 3.08 -0.5824
H -1.59 -3.00 0.64 0.2293
C -1.02 -0.92 0.33 -0.3853
H -0.80 -2.23 1.97 0.2083
C 2.14 0.26 -1.76 -0.3835
C -2.98 0.46 -2.37 -0.2008
C 2.56 1.78 0.29 -0.3651
C -4.71 0.68 -0.92 0.8089
H 2.73 -0.84 2.41 0.2272
O -3.98 -1.52 -3.42 -0.3821
H 4.06 0.74 1.39 0.2242
O -5.00 -0.41 -1.67 -0.4499
```


Computed, not measured: a 9-piece molecular cluster, C46H41N9O14 overall in a non-equilibrium geometry, with ωB97M-V with the def2-TZVPD basis set.

Results
total charge = 0
SMILES string = O=[N+]([O-])c1ccccc1.O=[N+]([O-])c1ccccc1.O=[N+]([O-])c1ccccc1.O=[N+]([O-])c1ccccc1.O=[N+]([O-])c1ccccc1.O=[N+]([O-])c1ccccc1.O=[N+]([O-])c1ccccc1.CC#N.CC#N
relative energy (zero: lowest compared OMol25 entry of this formula, charge and spin) = 51.4 kcal/mol
electronic energy = -3322.91213 Ha
highest occupied orbital energy = -9.7053 eV
LUMO level = -0.059 hartree

```
110
Properties=species:S:1:pos:R:3:lowdin_charge:R:1
H -4.06 -7.05 3.35 0.1030
C -4.70 -3.98 1.12 -0.1321
O -4.37 -1.79 0.57 0.0523
C -7.10 1.21 1.23 -0.0662
C 1.74 6.14 -2.17 -0.0207
H -5.06 -3.54 -3.31 0.1158
C 1.04 3.99 -1.41 -0.0611
C -8.81 0.48 -0.35 -0.0099
H -1.85 6.36 3.04 0.0838
C -1.91 8.22 1.98 -0.2779
H -9.35 -0.29 -0.87 0.1205
C -4.54 3.30 -3.47 -0.0680
C -5.32 -5.20 0.86 -0.0184
C -3.74 1.53 -0.21 -0.0472
H -1.89 2.17 -5.03 0.1214
C -4.15 -5.41 -2.68 -0.0436
C -5.08 -6.26 1.67 -0.0799
H -6.50 5.33 -1.51 0.0734
C -3.48 -4.95 2.99 -0.0433
H -9.39 3.64 0.85 0.1086
N -1.82 9.40 1.94 0.1153
H -1.21 -3.23 -1.50 0.1100
C -7.37 6.12 1.74 0.0182
H -6.84 6.11 2.69 0.1136
H -1.64 5.94 -1.82 0.0953
C -6.61 5.59 0.66 -0.0683
H -7.24 3.16 2.05 0.0768
H -1.03 3.60 -1.11 0.0791
H -6.22 0.83 1.73 0.0773
C -9.14 6.80 0.12 0.0234
H -5.51 2.96 -3.16 0.1044
N -3.07 -1.71 -2.79 -0.3479
C -4.92 -1.18 6.58 -0.0424
O -11.23 3.11 -0.77 0.0650
H -2.88 1.00 -0.63 0.0795
O -1.13 8.24 -2.52 0.0808
C -2.12 6.79 2.08 -0.0937
C -2.50 2.96 -4.60 -0.0215
C -2.20 4.31 -4.65 -0.1151
H -7.25 -0.77 0.38 0.0827
H -6.04 -1.60 8.33 0.1056
H -5.59 5.29 0.83 0.0747
H -1.21 -5.69 -1.03 0.1101
C -6.42 0.41 7.62 -0.0847
H -3.86 1.38 -4.16 0.0965
N -1.02 4.81 -5.41 -0.3375
N -10.46 2.23 -1.14 -0.3486
C -0.61 5.63 -1.78 -0.0260
H -4.92 -6.01 -3.14 0.1055
C -5.45 0.98 5.53 -0.1207
N -5.30 1.88 4.34 -0.3207
C -3.05 -5.97 -2.05 -0.0911
H -2.78 -4.91 3.81 0.1058
O 0.99 8.73 -2.65 0.0665
H -4.05 1.02 0.70 0.0551
H 2.46 6.86 -2.53 0.1177
H 3.10 4.46 -1.75 0.1035
O -0.79 6.03 -5.41 0.0632
O -10.48 7.85 2.31 0.0541
H -5.66 -7.16 1.48 0.1124
O -10.43 1.78 -2.27 0.0820
C -2.08 -3.83 -1.73 0.0036
C -4.25 4.68 -3.34 -0.0518
H -7.12 0.50 8.45 0.1122
C -6.33 1.28 6.59 -0.0061
H -8.66 6.33 -1.96 0.1040
C -4.69 -0.20 5.56 0.0109
H -3.97 -0.30 4.76 0.1041
O -2.05 -1.15 -2.48 0.0760
H -6.91 2.19 6.66 0.1222
C 0.43 6.55 -2.11 -0.1144
C -8.92 2.68 0.68 0.0218
H -1.56 6.20 1.36 0.0590
C -3.63 2.43 -4.05 -0.0742
C -7.65 0.23 0.32 -0.0549
N -5.03 -2.79 0.32 -0.3105
C -2.02 -5.20 -1.54 -0.0766
H -4.51 1.50 -0.98 0.0792
N 0.04 7.95 -2.49 -0.3338
O -0.48 4.05 -6.14 0.1009
H 1.32 2.97 -1.18 0.0963
C -7.08 5.71 -0.68 -0.0482
H -6.05 -5.24 0.06 0.1222
C -3.15 -3.17 -2.44 -0.1239
C -4.20 -3.98 -2.82 -0.0164
C -4.18 -6.18 2.72 -0.0406
C -3.09 5.14 -3.94 -0.0274
C -3.74 -3.90 2.15 -0.0138
O -6.16 2.74 4.28 0.0723
C -8.68 6.64 1.46 -0.1381
O -4.49 1.58 3.47 0.0540
H -2.78 6.16 -3.79 0.1076
H -4.84 5.37 -2.77 0.0872
C -3.43 2.92 0.11 -0.2424
O -3.94 -1.22 -3.47 0.0831
C -7.70 2.43 1.41 -0.0432
C -8.35 6.27 -0.92 -0.0582
H -4.51 -2.18 6.59 0.0985
N -9.39 7.28 2.53 -0.3429
H -10.06 7.31 -0.14 0.1156
C -0.32 4.32 -1.49 -0.0792
O -8.90 7.30 3.66 0.0612
C -5.82 -0.84 7.60 -0.0761
C -9.36 1.78 -0.26 -0.1474
H -2.98 -7.05 -2.03 0.1066
C 2.10 4.86 -1.81 -0.0480
O -5.93 -2.79 -0.53 0.0541
H -3.26 -2.97 2.42 0.1141
N -3.18 4.03 0.33 0.1636
H -3.21 6.76 1.96 0.0711
```


Computed, not measured: one molecule with the formula C3H8N2O in a non-equilibrium geometry, with ωB97M-V with the def2-TZVPD basis set.

Results
total charge = 0
SMILES string = O[C@H]1CCNN1
relative energy (zero: lowest compared OMol25 entry of this formula, charge and spin) = 69.2 kcal/mol
electronic energy = -303.78178 Ha
highest occupied orbital energy = -9.3298 eV
LUMO level = 0.031 hartree

```
14
Properties=species:S:1:pos:R:3:nbo_charge:R:1
H -2.43 -1.44 -0.97 0.4830
C -1.02 -0.39 -0.13 0.2497
C 1.19 0.65 0.29 -0.2683
H -1.52 0.05 0.68 0.1392
N 0.28 1.56 -0.50 -0.4674
H 0.57 -1.27 1.55 0.2243
O -1.51 -1.54 -0.63 -0.7047
H 2.07 0.54 -0.30 0.1958
H -0.31 2.22 0.16 0.3459
H -0.21 0.20 -1.84 0.3367
C 0.51 -0.72 0.51 -0.4691
N -0.73 0.68 -1.14 -0.4700
H 0.96 -1.50 -0.19 0.2059
H 1.46 1.12 1.33 0.1990
```


Computed, not measured: an isolated ion of composition C4H7BrNS and charge +1 in a non-equilibrium geometry, with ωB97M-V with the def2-TZVPD basis set.

Results
total charge = +1
relative energy (zero: lowest compared OMol25 entry of this formula, charge and spin) = 116.7 kcal/mol
electronic energy = -3183.13908 Ha
highest occupied orbital energy (alpha / beta) = -13.3989 / -13.3980 eV
LUMO level (alpha / beta) = -0.244 / -0.244 hartree

```
14
Properties=species:S:1:pos:R:3:nbo_charge:R:1
C -3.27 -0.50 0.06 -0.0973
C 1.60 0.87 -0.38 -0.4174
H 1.46 1.44 -1.30 0.2315
C -0.77 -0.03 -0.24 -0.1506
S -0.97 -1.89 0.27 0.3742
H 2.15 1.48 0.19 0.2266
N 0.38 0.48 0.32 -0.5290
Br -4.82 0.23 -0.35 0.4156
C -2.67 -1.66 0.03 -0.4648
H 0.47 0.30 1.40 0.4175
H -0.56 -0.01 -1.31 0.2493
H -1.90 0.32 0.04 0.1834
H 2.25 0.00 -0.55 0.2169
H -3.39 -2.56 0.00 0.3441
```


The highest total charge belongs to which entry? C20H33IO3Pt


Which of these has the highest total charge? C20H33IO3Pt


Please write out number 5 again, unchanged.
Computed, not measured: one molecule with the formula C3H8N2O in a non-equilibrium geometry, with ωB97M-V with the def2-TZVPD basis set.

Results
total charge = 0
SMILES string = O[C@H]1CCNN1
relative energy (zero: lowest compared OMol25 entry of this formula, charge and spin) = 69.2 kcal/mol
electronic energy = -303.78178 Ha
highest occupied orbital energy = -9.3298 eV
LUMO level = 0.031 hartree

```
14
Properties=species:S:1:pos:R:3:nbo_charge:R:1
H -2.43 -1.44 -0.97 0.4830
C -1.02 -0.39 -0.13 0.2497
C 1.19 0.65 0.29 -0.2683
H -1.52 0.05 0.68 0.1392
N 0.28 1.56 -0.50 -0.4674
H 0.57 -1.27 1.55 0.2243
O -1.51 -1.54 -0.63 -0.7047
H 2.07 0.54 -0.30 0.1958
H -0.31 2.22 0.16 0.3459
H -0.21 0.20 -1.84 0.3367
C 0.51 -0.72 0.51 -0.4691
N -0.73 0.68 -1.14 -0.4700
H 0.96 -1.50 -0.19 0.2059
H 1.46 1.12 1.33 0.1990
```